[1]
Formula: C47H28BrN10Re
Source: the Open Molecules 2025 dataset
Level of theory: ωB97M-V with the def2-TZVPD basis set

As for the molar mass: 998.92 g/mol. Its total charge is +1. The calculation puts the relative energy (zero: lowest compared OMol25 entry of this formula, charge and spin) at 0.0 kJ/mol. The value obtained for the HOMO-LUMO gap (spin up / spin down) is 5.6 / 5.0 eV. The spin multiplicity is 4.

The geometry in XYZ format:
```
87
Properties=species:S:1:pos:R:3:forces:R:3:mulliken_charge:R:1
Re -0.08602 0.26391 0.50165 -0.3930 0.1131 0.1607 0.383
Br 1.63305 0.42700 -1.49976 0.0259 -0.2764 -0.1297 -0.007
N 1.57197 5.96288 2.65535 0.0061 -0.0007 -0.0478 -0.474
N 0.64665 -0.59093 2.20325 0.0477 -0.0987 0.0920 0.184
N -1.32580 0.32871 -1.17062 0.1031 0.0368 0.0214 0.323
N -1.76791 0.39184 1.70119 0.0905 -0.1337 0.0678 0.423
N -2.14254 -0.82549 -1.15762 0.0236 -0.0877 0.1054 -0.052
N -0.48016 0.74722 3.78767 -0.3749 0.1002 -0.0841 -0.492
N -0.42532 -1.69638 0.11721 0.1143 -0.0064 0.0169 0.320
N 0.45817 2.26022 1.13645 0.0388 -0.0488 -0.0119 1.034
N 0.97509 -2.89918 1.66752 -0.0620 0.0116 -0.0799 -0.677
N -3.81330 0.19997 0.23918 0.1724 -0.0675 0.1199 -0.090
C 1.77880 4.97196 -2.40857 -0.0662 0.0209 0.0201 -0.973
C -0.92581 -3.87998 0.34553 0.0930 -0.0647 0.0892 0.014
C 1.20940 4.75730 2.16448 0.0319 0.0371 0.0444 0.912
C -2.87230 1.17718 3.52764 0.0413 0.0785 0.1926 0.392
C -2.04536 -5.96882 0.18763 -0.0435 0.0027 -0.0339 -0.603
C 1.91312 -1.81102 3.68259 -0.0136 -0.0990 -0.1526 -0.113
C 2.86814 4.17071 -2.51750 0.0533 -0.0915 0.0149 -0.916
C 1.87172 -0.40143 5.64687 -0.0138 0.0073 0.0105 -0.402
C -4.43384 1.48197 -4.61140 -0.0037 -0.0048 0.0102 -0.838
C 3.18571 -2.44038 5.57837 -0.0125 0.0311 0.0054 -0.590
C -0.00178 -2.83465 0.72359 -0.0315 -0.0361 -0.0178 -0.147
C -5.22015 0.17464 -2.73401 0.0029 0.0093 0.0115 -0.871
C -1.70185 1.21808 -2.02630 0.0281 0.1559 -0.0432 0.859
C -3.23849 1.65639 4.80134 0.0363 -0.0238 -0.0583 -0.637
C -0.97473 -5.23410 0.66022 0.0093 0.0073 -0.0038 -0.367
C -0.45368 3.21560 1.39847 -0.0884 -0.0349 -0.0186 -0.192
C 1.21951 -1.83309 2.37266 0.0512 0.0716 0.1062 0.230
C -5.53164 1.69966 4.01028 0.0355 0.0315 0.0965 -0.616
C -3.15776 0.43551 1.38528 0.0700 0.1094 -0.2378 -0.759
C 1.47929 -0.66604 4.35026 -0.1135 0.1316 -0.0029 0.317
C -3.18741 1.60169 -4.02605 -0.0311 -0.0050 0.0094 -0.328
C -3.82826 0.95223 2.52782 -0.1987 0.0207 -0.0113 0.379
C -2.93891 0.98427 -2.80087 0.0853 0.0523 0.0204 -0.571
C 2.75289 -1.29578 6.24590 0.0096 -0.0191 -0.0011 -0.572
C -2.10245 3.55127 -1.83205 -0.0372 0.1227 -0.0123 -0.267
C 2.75145 -2.72564 4.28874 0.0164 -0.0286 0.0079 -0.350
C -3.95831 0.23845 -2.16348 0.0238 -0.0370 0.0617 0.593
C -3.49420 -0.34549 -0.88528 -0.0277 0.1256 -0.0726 -0.687
C 1.47783 2.26436 -2.03449 -0.1194 0.0416 0.0391 0.578
C 0.49449 -0.01358 3.45244 0.2939 -0.1613 -0.1099 -0.046
C 1.74726 2.55394 1.39053 -0.0772 0.0819 -0.0305 -0.406
C 2.71164 2.79404 -2.27630 0.0236 0.2041 -0.0089 -0.716
C -3.02969 -4.03326 -0.89769 0.0084 0.0038 -0.0074 -0.443
C 0.48915 4.43808 -2.15625 -0.0186 0.0408 -0.0167 1.303
C -5.44857 0.78713 -3.95599 -0.0045 0.0025 -0.0187 -0.558
C -1.61807 0.79885 2.98946 0.1686 -0.0441 0.1427 -0.082
C -4.56143 1.91829 5.02584 -0.0910 0.0015 -0.0538 -0.679
C -0.57801 5.35982 -2.01901 0.0759 0.0279 -0.0120 -0.844
C -0.13312 4.45013 1.89477 0.0005 -0.0030 -0.0142 -1.057
C -1.95214 -3.28334 -0.42686 0.0029 0.0693 -0.0432 0.670
C -3.06088 -5.37674 -0.58183 0.0442 -0.0190 0.0320 -0.717
C -1.84825 4.93226 -1.81169 -0.0620 -0.0782 -0.0012 -1.382
C 2.15973 3.75999 1.89318 0.0279 -0.0048 -0.0096 -1.361
C -1.11576 2.60034 -1.96493 0.0691 -0.1277 -0.0703 0.699
C -5.18943 1.21590 2.77640 0.0649 -0.0253 -0.0346 -0.412
C 0.26429 3.02971 -2.04738 0.0224 -0.1038 0.0415 0.158
C -1.57658 -1.90951 -0.54199 -0.1043 -0.0214 -0.0769 0.030
H -1.48615 2.95237 1.20445 -0.0050 0.0255 -0.0154 0.352
H 2.46574 1.77162 1.17945 0.0029 -0.0054 0.0041 0.497
H 0.87976 6.64050 2.91734 -0.0128 -0.0059 0.0090 0.205
H -2.48984 1.80604 5.56807 0.0076 -0.0115 -0.0221 0.538
H -4.88196 2.29010 5.99016 -0.0188 -0.0036 -0.0138 0.420
H -6.42736 0.71654 -4.41252 0.0063 0.0018 0.0040 0.410
H 1.87039 6.04534 -2.51816 -0.0133 -0.0108 -0.0032 0.428
H 3.58353 2.15564 -2.24163 -0.0097 0.0007 -0.0076 0.462
H -3.88309 -5.98798 -0.92884 0.0061 0.0030 -0.0002 0.423
H -2.10661 -7.02442 0.41607 -0.0137 0.0010 -0.0040 0.411
H 3.05650 -3.62871 3.77673 -0.0101 0.0157 -0.0011 0.522
H -3.12776 3.21334 -1.75649 0.0059 0.0379 0.0099 0.597
H -3.81518 -3.57664 -1.48529 0.0028 0.0005 0.0018 0.555
H -2.41063 2.18279 -4.50830 0.0012 -0.0142 0.0085 0.493
H -0.34972 6.41675 -2.08364 0.0049 -0.0161 -0.0024 0.423
H -2.66353 5.63140 -1.68502 -0.0037 -0.0181 -0.0030 0.475
H 2.52382 6.14939 2.91254 0.0044 -0.0117 0.0102 0.200
H 3.85986 -3.12328 6.07796 -0.0014 0.0082 0.0042 0.412
H -0.91997 5.16755 2.08644 0.0132 -0.0027 -0.0005 0.444
H -6.00776 -0.36847 -2.22873 0.0089 0.0005 -0.0047 0.513
H -0.19732 -5.69075 1.25822 -0.0052 0.0154 -0.0094 0.524
H 3.21194 3.92726 2.08113 -0.0121 0.0102 0.0037 0.406
H -6.57043 1.91548 4.22683 0.0130 0.0034 0.0118 0.420
H 3.09827 -1.11066 7.25442 -0.0021 0.0028 -0.0020 0.421
H -4.62553 1.94302 -5.57072 -0.0083 -0.0080 0.0033 0.435
H 1.50082 0.46759 6.17384 0.0087 -0.0092 0.0020 0.541
H -5.93283 1.03647 2.01103 0.0147 -0.0023 0.0017 0.546
H 3.84894 4.57338 -2.72897 -0.0085 -0.0046 0.0026 0.424
```
Positions in Å, forces in eV/Å.


[2]
Formula: C5H6O2
Source: the Open Molecules 2025 dataset
Level of theory: ωB97M-V with the def2-TZVPD basis set

As for the molar mass: 98.10 g/mol. The calculation puts the relative energy (zero: lowest compared OMol25 entry of this formula, charge and spin) at 206.8 kJ/mol. The value obtained for the HOMO-LUMO gap is 11.2 eV. Its structure (SMILES) is C#C[C@@H](C)OC=O. The spin multiplicity is 1.

The geometry in XYZ format:
```
13
Properties=species:S:1:pos:R:3:forces:R:3:mulliken_charge:R:1
O -0.05113 -0.00325 1.39599 -0.1595 -0.0381 0.2018 -0.303
O -1.25134 -1.16850 2.86950 0.0427 0.2581 -0.5739 -0.469
C -0.83043 -0.83067 -2.03959 0.2093 0.1065 0.4681 0.066
C -0.99806 -0.90290 1.72923 -0.0400 -0.2453 0.2541 0.195
C 0.54998 -0.03169 0.09317 0.0737 0.0064 -0.0581 0.570
C -0.30108 -0.51790 -1.00427 -0.1468 -0.1702 -0.5769 -0.738
C 0.99138 1.39351 -0.21611 0.0151 0.0321 0.0001 -1.280
H 1.41006 -0.70754 0.17423 -0.0461 0.1574 -0.0608 0.175
H -1.28192 -1.10819 -2.96596 -0.0250 0.0084 0.1712 0.426
H 1.43254 1.85197 0.67204 0.0089 -0.1224 -0.1268 0.344
H -1.50607 -1.33799 0.85222 0.0324 -0.0422 0.1370 0.296
H 1.71479 1.38951 -1.03345 -0.0569 0.0102 0.0818 0.367
H 0.12129 1.97364 -0.52700 0.0922 0.0391 0.0825 0.352
```
Positions in Å, forces in eV/Å.


[3]
Formula: C5H8N2O
Source: the Open Molecules 2025 dataset
Level of theory: ωB97M-V with the def2-TZVPD basis set

As for the molar mass: 112.13 g/mol. The calculation puts the relative energy (zero: lowest compared OMol25 entry of this formula, charge and spin) at 358.4 kJ/mol. The value obtained for the HOMO-LUMO gap is 8.5 eV. Its structure (SMILES) is C=C=NC.NC=C=O. The spin multiplicity is 1.

The geometry in XYZ format:
```
16
Properties=species:S:1:pos:R:3:forces:R:3:mulliken_charge:R:1
O -1.14543 -0.50290 2.06056 0.9797 0.0794 -0.7117 -0.430
N 1.39188 -0.63926 0.21772 0.4241 0.6566 -1.2555 -0.370
N -2.11382 1.85667 -0.16839 -0.6177 -0.1528 -0.2956 -0.461
C -0.88436 0.35631 1.29667 -2.1321 0.3594 0.8595 0.705
C 1.00350 -0.38529 -0.91419 0.6059 -0.5920 1.4365 0.733
C -0.96687 1.43408 0.54884 1.3233 0.1191 0.1744 -0.684
C 1.56624 -1.93086 0.82580 -0.4562 -0.3478 0.2591 -0.700
C 0.63174 0.00888 -2.09447 -0.2190 0.2268 -0.5088 -1.096
H -0.32440 0.48143 -2.23875 -0.3294 -0.1928 0.0341 0.315
H -2.29200 2.84823 -0.05250 -0.0010 -0.1694 0.1712 0.227
H -0.05715 1.97855 0.34780 0.1254 -0.1596 -0.1070 0.410
H 2.61746 -2.04594 1.09177 -0.0657 -0.0258 -0.0474 0.286
H 0.97842 -1.94618 1.74470 0.0924 -0.1223 0.0013 0.276
H -2.93892 1.33016 0.09103 -0.0143 0.1622 -0.0374 0.220
H 1.28929 -0.08702 -2.94207 0.2274 0.1303 0.0196 0.272
H 1.24442 -2.75684 0.18547 0.0573 0.0286 0.0077 0.296
```
Positions in Å, forces in eV/Å.


[4]
Formula: C5H15BN4O2P3S
Source: the Open Molecules 2025 dataset
Level of theory: ωB97M-V with the def2-TZVPD basis set

As for the molar mass: 299.00 g/mol. Its total charge is +1. The value obtained for the HOMO-LUMO gap is 9.1 eV. Its structure (SMILES) is CCP(C)n1c(B(N)O)n[n+]([PH2]=O)c1[PH2]=S. The spin multiplicity is 1.

The geometry in XYZ format:
```
31
Properties=species:S:1:pos:R:3:forces:R:3:mulliken_charge:R:1
S 1.22637 -2.75244 3.05121 -0.1041 0.0574 -0.1524 -0.287
P 0.19237 1.73673 -0.22857 -0.2476 0.3118 0.0040 -0.004
P 1.45015 -1.40541 1.69639 -0.1298 -0.6195 0.6680 0.135
P -1.24022 -3.75135 0.88154 -0.3176 -0.0263 -0.2953 0.354
O -2.97522 0.33575 -2.57975 -0.8155 0.0560 0.3116 -0.535
O -2.14931 -4.33033 -0.09878 0.0507 0.0000 0.0857 -0.550
N -2.02433 -1.45469 -0.22928 -0.0142 -0.0293 -0.0848 -0.598
N -3.21269 1.89921 -0.71332 0.0384 0.2812 -1.0440 -0.390
N -0.44842 0.05513 0.09126 -0.0830 -0.0362 0.1370 0.021
N -1.01664 -1.98797 0.50215 0.2724 0.2673 0.2195 0.398
C 2.96988 1.34898 0.55144 -0.0652 -0.0925 -0.0836 -1.259
C 1.61784 2.00269 0.87649 0.3009 -0.1422 -0.0347 -0.698
C -1.69040 -0.21908 -0.46572 0.1407 0.0783 -0.0604 -0.056
C 0.97483 1.42748 -1.84249 -0.1154 0.0010 0.0223 -1.100
C -0.06403 -1.07180 0.71681 -0.0261 -0.1199 -0.3407 0.638
B -2.67116 0.74507 -1.31637 0.2196 -0.1184 0.2434 0.447
H 2.37821 -1.67515 0.68162 0.0506 0.1865 -0.0704 0.157
H 3.55969 1.98490 -0.10543 0.0105 -0.0042 0.0043 0.370
H -2.61282 2.66000 -0.42744 -0.0238 -0.2343 0.6437 0.262
H 1.30612 1.83584 1.91035 -0.1046 0.0761 -0.0540 0.567
H 2.86634 0.38970 0.03862 0.0233 0.0766 0.0151 0.271
H -3.98889 2.27813 -1.24654 0.0641 0.0837 0.0162 0.246
H 1.71886 3.09073 0.79336 -0.0305 0.0022 0.1010 0.444
H 1.75258 -0.13437 2.18000 0.0670 0.0299 -0.2266 0.060
H 3.55148 1.17226 1.45589 0.0379 0.1044 -0.0095 0.346
H 0.08504 -4.16749 0.86502 0.1358 0.0160 0.0871 0.119
H 1.59627 0.53429 -1.88397 0.0550 0.0525 -0.0180 0.374
H 0.19210 1.37394 -2.60005 0.0535 -0.0723 -0.0259 0.346
H 1.57786 2.31273 -2.06026 0.0453 -0.0541 -0.0400 0.425
H -1.66629 -3.65536 2.20572 0.1155 0.0049 0.1004 0.154
H -3.25555 -0.57812 -2.69986 0.3962 -0.1367 -0.1192 0.345
```
Positions in Å, forces in eV/Å.


[5]
Formula: C21H24BrClO3S
Source: the Open Molecules 2025 dataset
Level of theory: ωB97M-V with the def2-TZVPD basis set

As for the molar mass: 471.84 g/mol. The value obtained for the HOMO-LUMO gap is 9.9 eV. Its structure (SMILES) is C#C[C@@H]1[C@H](C[C@@H](C)Br)C[C@@H](Cl)OS1(=O)=O.c1ccccc1.c1ccccc1. The spin multiplicity is 1.

The geometry in XYZ format:
```
51
Properties=species:S:1:pos:R:3:forces:R:3:mulliken_charge:R:1
Br -3.23646 -0.40011 0.33686 0.0440 0.0239 0.2169 -0.176
Cl 2.66246 3.17887 1.41715 0.0386 -0.0964 -0.1494 -0.191
S 2.91756 -0.14700 -0.89519 0.4928 -0.5240 -1.4613 1.216
O 4.12353 -0.74976 -1.35080 0.1373 0.1752 0.7914 -0.672
O 3.28503 1.07803 0.06513 -0.2719 -0.4654 -0.2003 -0.329
O 2.00899 0.30403 -1.90622 -0.3551 0.2644 0.5181 -0.586
C -0.39269 -0.49996 0.02809 -0.4355 -0.3463 0.4805 -1.359
C 1.73001 -3.59615 3.67877 0.0241 0.0262 -0.0108 -0.553
C 1.28740 0.88882 1.44867 0.7478 -0.4223 0.1944 -1.131
C 4.08625 -5.05990 3.77781 -0.0017 0.0021 0.0053 -0.413
C 3.53391 -4.71894 2.55127 0.0205 0.0001 -0.0084 -0.433
C -4.85804 3.12786 -2.93101 0.0065 -0.0321 0.0384 -0.349
C 2.28508 -3.93362 4.90526 -0.0074 0.0109 0.0135 -0.476
C -5.34880 4.42533 -2.89082 0.0010 0.0087 -0.0052 -0.408
C -1.47904 0.49985 0.44791 -0.0490 0.0622 -1.1378 -0.214
C 1.63595 -2.39615 -0.53537 -0.5177 0.5364 -0.2790 -1.701
C 2.05129 -1.23692 0.24446 -0.0230 -0.1008 0.2778 0.464
C -4.93707 5.35180 -3.83867 0.0015 0.0020 0.0052 -0.352
C -3.94975 2.75868 -3.91350 0.0121 -0.0081 0.0059 -0.365
C 1.09639 -3.11678 -1.32323 0.1548 -0.3416 -0.0986 0.193
C 2.10389 1.74241 0.50793 -0.1427 0.9732 0.6815 0.193
C 3.46111 -4.66873 4.95394 0.0070 0.0008 -0.0007 -0.396
C -4.03098 4.98200 -4.82288 0.0043 0.0088 -0.0023 -0.362
C -3.53446 3.68651 -4.85852 0.0043 -0.0016 -0.0044 -0.397
C 0.86119 -0.48898 0.92219 -0.2292 0.0777 -0.4199 0.423
C -1.52189 1.71551 -0.50456 0.2855 -0.0551 0.5033 -1.038
C 2.35375 -3.99018 2.50229 -0.0257 0.0591 0.0282 -0.103
H 1.91862 -3.73043 1.54593 -0.0298 -0.1089 -0.0003 0.473
H 0.45885 1.49353 1.79898 -0.2045 -0.0728 -0.0248 0.521
H 4.02187 -5.02108 1.63351 -0.0074 -0.0034 -0.0072 0.399
H -3.56528 1.74688 -3.94291 -0.0051 -0.0065 -0.0028 0.409
H 0.62494 -1.08813 1.80133 -0.0487 0.0013 0.1193 -0.035
H -0.64461 1.74095 -1.14839 0.1530 -0.0617 0.0306 0.284
H -0.82113 -1.49446 0.10200 0.1231 -0.1525 0.0084 0.627
H -2.82445 3.39954 -5.62336 -0.0015 -0.0024 -0.0064 0.360
H 1.92378 0.71281 2.31752 0.0523 0.0756 0.0972 0.516
H -3.71110 5.70442 -5.56262 0.0057 0.0042 -0.0004 0.357
H 3.89140 -4.93714 5.90997 0.0055 0.0046 0.0048 0.363
H -0.16084 -0.36986 -1.02286 0.1431 0.1989 -0.0900 0.526
H 5.00474 -5.63077 3.81726 0.0044 -0.0026 0.0014 0.368
H 0.80883 -3.02709 3.64058 -0.0185 -0.0211 0.0058 0.412
H -1.53654 2.64160 0.06655 -0.2512 0.1436 -0.0963 0.240
H -5.18297 2.40295 -2.19511 0.0036 -0.0029 0.0063 0.393
H 0.65830 -3.76768 -2.04213 0.0261 -0.0911 0.0729 0.459
H 1.80077 -3.62498 5.82263 -0.0060 -0.0090 0.0047 0.367
H -1.40723 0.80803 1.48129 -0.0409 -0.1065 0.1609 0.644
H 2.76786 -1.57828 0.99326 0.2345 0.3923 0.0694 0.621
H -6.05246 4.71444 -2.12091 -0.0115 -0.0035 -0.0031 0.358
H -2.38062 1.65379 -1.16073 -0.1458 0.2055 -0.0240 0.279
H 1.53524 2.15167 -0.31864 0.0958 -0.2244 -0.3085 0.223
H -5.32256 6.36277 -3.81010 0.0007 0.0052 -0.0005 0.356
```
Positions in Å, forces in eV/Å.


[6]
Formula: C5H7FN3
Source: the Open Molecules 2025 dataset
Level of theory: ωB97M-V with the def2-TZVPD basis set

As for the molar mass: 128.13 g/mol. Its total charge is +1. The calculation puts the relative energy (zero: lowest compared OMol25 entry of this formula, charge and spin) at 77.5 kJ/mol. The value obtained for the HOMO-LUMO gap is 11.0 eV. Its structure (SMILES) is N#C[C@@]1(CF)CNC=[NH+]1. The spin multiplicity is 1.

The geometry in XYZ format:
```
16
Properties=species:S:1:pos:R:3:forces:R:3:mulliken_charge:R:1
F 1.69428 -1.85395 -0.28118 1.2697 -1.7633 -2.2998 -0.292
N -1.79992 0.40956 -0.20177 -1.6938 0.4707 -2.0354 -0.088
N 2.11099 2.26625 -0.04200 -0.2391 0.1171 -0.0163 -0.340
N -0.01750 -0.21227 -1.21770 4.5617 -1.1286 0.0019 -0.237
C 1.32543 1.42966 0.00125 0.7293 -0.1589 -0.0711 -0.138
C -1.29484 -0.02797 -1.33029 -0.0074 0.7177 -1.5514 -0.081
C -0.89899 0.51884 0.86607 2.7179 -1.1854 1.6558 -0.673
C 1.35456 -1.16584 0.76257 -1.6874 4.6803 -0.0466 -0.257
C 0.50559 0.24792 0.11392 -1.2827 -2.4180 1.0862 0.811
H -0.82977 1.49996 1.39616 -0.5970 -0.9030 -0.4447 0.375
H 2.20159 -0.82122 1.33686 0.1138 -0.0868 0.2898 0.356
H 0.55912 -1.63622 1.25779 -0.7155 -0.8714 1.2074 0.301
H -1.79615 -0.00625 -2.34695 0.2098 -0.6729 1.6429 0.388
H -2.78329 0.50161 -0.12222 -0.8683 0.3961 0.2616 0.217
H -1.11092 -0.36935 1.52929 0.3524 1.2939 0.0127 0.320
H 0.77981 -0.78073 -1.72180 -2.8632 1.5125 0.3071 0.339
```
Positions in Å, forces in eV/Å.


Which of these has the highest spin multiplicity?
C47H28BrN10Re